# C8H9NO4S2

A structure of composition C8H9NO4S2 at a distorted geometry (the ωB97M-V functional and the def2-TZVPD basis, the Open Molecules 2025 dataset).

Energy in eV: -39789.3837
LUMO level in hartree: 0.0035
Energy relative to the best compared isomer or geometry (same formula, charge and spin) in kcal per mole: 0.0
Orbital gap in hartree: 0.336

Cartesian coordinates (Å):
C  -0.78  -0.85  1.74
C  1.32  -1.13  -0.54
C  0.69  1.09  -0.94
C  -0.72  0.58  2.45
C  1.35  -3.43  0.07
C  0.92  -2.49  -0.99
C  -1.68  0.84  1.33
C  0.03  1.90  -2.04
N  -1.47  -0.25  0.65
O  0.76  -0.20  -1.34
O  -0.57  -2.00  1.89
O  2.03  -0.91  0.37
O  0.89  1.47  0.19
S  2.38  -3.45  -1.48
S  -0.62  3.55  -1.48
H  -1.07  0.63  3.41
H  0.31  0.94  2.47
H  1.83  -3.09  0.95
H  0.75  -4.35  0.27
H  0.02  -2.49  -1.73
H  -2.21  1.66  1.09
H  -0.91  1.45  -2.47
H  0.80  1.93  -2.76
H  -0.17  3.40  -0.14

The computed Löwdin charges, all in e, follow: atom 1 (C): -0.43, atom 2 (C): -0.55, atom 3 (C): -0.49, atom 4 (C): -0.02, atom 5 (C): -0.38, atom 6 (C): -0.52, atom 7 (C): -0.05, atom 8 (C): -0.42, atom 9 (N): 0.16, atom 10 (O): 0.10, atom 11 (O): 0.15, atom 12 (O): 0.16, atom 13 (O): 0.08, atom 14 (S): 0.86, atom 15 (S): 0.68, atom 16 (H): 0.07, atom 17 (H): 0.12, atom 18 (H): 0.07, atom 19 (H): 0.10, atom 20 (H): 0.17, atom 21 (H): 0.08, atom 22 (H): 0.10, atom 23 (H): 0.06, atom 24 (H): -0.10